No. 1
Here is a structure of composition C44H35N3OPRuTe in a non-equilibrium geometry from OMol25. Energies are from ωB97M-V/def2-TZVPD.

XYZ file:
```
86
Properties=species:S:1:pos:R:3:forces:R:3
Ru 0.2401 -0.0162 0.1487 0.334 0.177 1.892
N 4.2941 1.7743 -9.0483 -0.002 0.002 0.001
C 3.7894 1.6629 -8.0228 0.003 -0.008 -0.015
C 3.1580 1.5208 -6.7380 -0.008 -0.006 0.015
C 2.0094 2.2527 -6.4464 0.018 0.013 0.016
C 1.4029 2.1139 -5.2102 0.012 -0.014 -0.006
C 1.9428 1.2527 -4.2592 -0.001 -0.034 0.004
C 3.0997 0.5347 -4.5510 -0.012 -0.022 -0.022
C 3.7025 0.6572 -5.7908 0.001 0.039 0.000
C 1.3089 1.0842 -2.9232 -0.004 0.100 -0.044
C 0.0328 0.5010 -2.8763 0.120 0.029 -0.057
C -0.7971 0.1931 -3.9769 0.016 -0.077 0.060
C -2.0235 -0.1885 -3.4666 -0.011 0.012 -0.042
C -1.9012 -0.1342 -2.0743 0.025 0.006 0.046
N -0.6814 0.2721 -1.7052 -0.282 -0.014 0.319
C 2.0131 1.5684 -1.8329 0.046 0.014 0.158
C 3.1683 2.3961 -1.8704 0.024 0.042 -0.045
C 3.4390 2.7752 -0.5797 -0.012 -0.018 -0.060
C 2.4614 2.1525 0.2217 -0.066 -0.023 0.043
N 1.6082 1.4345 -0.5044 -0.057 -0.014 -0.485
H 1.6033 2.9284 -7.1865 -0.006 0.000 0.004
H 0.5140 2.6845 -4.9749 -0.003 0.000 -0.003
H 3.5199 -0.1270 -3.8038 -0.005 0.000 0.005
H 4.5961 0.0966 -6.0277 -0.001 -0.005 0.005
H -0.5165 0.2721 -5.0138 -0.009 0.007 0.003
H -2.9095 -0.4593 -4.0167 0.004 0.002 0.000
H -2.6554 -0.3632 -1.3384 0.030 0.023 -0.016
H 3.6889 2.6943 -2.7656 0.010 0.003 0.008
H 4.2280 3.4192 -0.2295 0.002 -0.006 0.001
H 2.3637 2.2231 1.2950 -0.008 0.002 -0.035
O 2.3255 -1.4755 -0.8935 0.084 -0.265 -0.313
C 1.1281 -1.5146 -0.8374 0.514 0.273 0.398
C 0.2888 -2.5899 -1.4378 0.032 -0.051 -0.057
C 0.7317 -3.3293 -2.5258 -0.063 -0.062 -0.030
C -0.0527 -4.3748 -2.9858 0.024 0.017 -0.005
C -1.2320 -4.7079 -2.3279 -0.026 0.012 0.027
C -1.6557 -3.9861 -1.2211 -0.024 -0.053 -0.007
C -0.9095 -2.8936 -0.7972 0.010 -0.030 -0.078
P -1.1450 -1.8577 0.6650 -0.082 -0.026 -0.166
C -2.9007 -1.5536 0.9922 0.020 0.009 0.022
C -3.2096 -0.8765 2.1742 -0.041 0.006 0.029
C -4.5235 -0.5698 2.4870 0.011 -0.002 -0.011
C -5.5446 -0.9305 1.6168 0.018 -0.001 0.000
C -5.2458 -1.5975 0.4388 -0.013 0.003 0.014
C -3.9299 -1.9107 0.1255 -0.007 -0.001 -0.006
C -0.6197 -2.9879 2.0012 -0.032 -0.021 0.018
C -1.5068 -3.5264 2.9288 0.007 -0.001 -0.010
C -1.0529 -4.4231 3.8878 0.013 0.001 0.004
C 0.2810 -4.7970 3.9211 -0.014 -0.006 0.011
C 1.1681 -4.2777 2.9875 0.001 0.033 -0.002
C 0.7211 -3.3788 2.0339 0.037 -0.003 -0.027
H 1.6747 -3.0820 -2.9952 0.002 0.012 0.008
H 0.2610 -4.9500 -3.8466 0.012 0.004 0.002
H -1.8209 -5.5475 -2.6729 0.004 0.001 -0.006
H -2.5514 -4.2917 -0.6961 0.007 0.020 0.020
H -2.4214 -0.6038 2.8699 0.011 0.000 -0.016
H -4.7504 -0.0511 3.4088 -0.003 0.000 0.000
H -6.5712 -0.6907 1.8588 -0.002 0.000 -0.004
H -6.0381 -1.8781 -0.2422 -0.001 0.001 0.000
H -3.7144 -2.4184 -0.8050 0.007 0.003 0.007
H -2.5541 -3.2582 2.9111 0.002 -0.001 -0.013
H -1.7500 -4.8343 4.6057 -0.001 0.003 0.001
H 0.6298 -5.4977 4.6678 -0.003 -0.002 0.000
H 2.2085 -4.5740 2.9994 0.000 -0.003 -0.003
H 1.4277 -2.9952 1.3052 -0.013 0.008 -0.016
C -0.2867 5.7952 4.7201 -0.002 0.009 0.010
C 0.0244 4.4167 4.2170 -0.090 -0.015 -0.113
C 0.9522 3.6122 4.8674 0.007 -0.076 -0.010
C 1.2379 2.3237 4.4384 -0.023 0.023 0.039
C 2.2576 1.5144 5.1960 -0.017 -0.014 -0.028
C 0.5763 1.8334 3.2963 0.045 0.163 -0.060
Te 1.0899 -0.0847 2.6429 -0.850 -0.159 -1.393
C -0.3837 2.6241 2.6313 0.058 -0.202 -0.144
C -1.1559 2.1386 1.4336 0.077 0.028 0.168
C -0.6359 3.8998 3.1049 0.030 0.146 0.164
H 0.5758 6.2410 5.2130 0.003 -0.002 0.000
H -1.0992 5.7567 5.4490 0.002 -0.001 0.000
H -0.6019 6.4512 3.9100 0.000 -0.003 -0.004
H 1.4717 4.0013 5.7353 0.011 -0.003 -0.002
H 2.5859 2.0536 6.0821 0.015 -0.009 -0.010
H 3.1416 1.3037 4.5909 0.032 0.014 -0.014
H 1.8481 0.5565 5.5218 -0.026 -0.017 0.006
H -0.4887 2.0440 0.5620 0.049 0.009 -0.131
H -1.9110 2.8629 1.1314 0.008 0.003 -0.011
H -1.6733 1.1975 1.6266 0.023 0.008 -0.003
H -1.3709 4.5132 2.5964 -0.003 -0.006 -0.002
```
Forces are in eV/Å.

HOMO (alpha / beta) = -10.269 / -10.272 eV
2S+1 = 1
orbital gap (alpha / beta) = 4.5 / 4.7 eV
E_LUMO (alpha / beta) = -5.73 / -5.58 eV
F_max = 1.93 eV/Å
net charge = +1
ΔE to the lowest compared entry with this formula, charge and spin = 13.02 kcal/mol

=====

No. 2
Here is a structure of composition C12H19ILaNO in a non-equilibrium geometry from OMol25. Energies are from ωB97M-V/def2-TZVPD.

XYZ file:
```
35
Properties=species:S:1:pos:R:3:forces:R:3
La -7.3825 3.8872 12.0913 0.493 -1.998 0.418
C -4.2555 0.8664 10.4911 -0.596 -0.113 -2.060
C -5.7173 1.0154 10.0115 1.039 1.035 -1.015
C -6.1288 -0.0742 9.0186 -0.579 0.649 0.111
C -6.6113 1.1583 11.1813 -1.270 0.425 1.836
C -8.0182 0.9380 11.1601 0.712 0.526 -0.074
C -8.7989 0.9503 12.3326 0.288 0.260 -0.739
C -8.1758 1.1292 13.5674 -0.187 -0.192 -0.486
C -9.0372 1.4333 14.7487 0.031 -1.291 0.474
C -6.7666 1.2211 13.6170 -0.855 0.857 0.559
C -6.0606 1.5167 12.4654 0.333 -1.227 -0.947
H -3.6669 0.7067 9.5673 0.060 0.387 0.651
H -4.1088 -0.0104 11.0942 0.008 -0.252 0.582
H -3.9980 1.7878 10.9795 0.825 0.116 0.190
H -5.7578 1.9789 9.4445 0.085 -0.383 0.171
H -6.2173 -0.9949 9.5579 0.010 -0.802 0.210
H -5.3682 -0.1971 8.2228 -0.693 0.243 0.337
H -7.1438 0.1739 8.6453 0.779 -0.323 -0.341
H -8.5024 0.9263 10.1936 -0.086 -0.655 -0.037
H -9.8904 0.7796 12.2668 0.749 0.369 0.051
H -10.0983 1.3390 14.4732 0.375 0.089 0.281
H -8.8057 2.4478 15.0354 -0.128 0.236 0.397
H -8.8077 0.7535 15.5885 -0.231 0.401 -0.186
H -6.2709 1.1334 14.5863 -0.066 0.678 -0.147
H -5.0901 2.0286 12.5403 -0.029 -1.191 0.046
H -7.8817 4.3374 10.3457 -0.785 0.310 -2.162
N -10.3777 4.7563 15.0775 0.495 0.084 -2.997
C -10.2235 4.9187 13.7041 0.080 -1.201 4.202
O -9.0988 4.4901 13.2680 -1.965 1.412 0.214
C -11.2749 5.5142 12.9728 -0.096 0.433 -0.854
I -4.8541 5.2093 12.8226 1.720 0.954 0.586
H -9.6346 4.2934 15.5789 -0.103 0.092 0.066
H -11.2731 4.8128 15.4963 -0.787 0.314 0.504
H -12.3201 5.5457 13.2819 0.472 -0.042 0.262
H -11.0145 6.0162 12.0493 -0.095 -0.199 -0.104
```
Forces are in eV/Å.

HOMO (alpha / beta) = -15.686 / -15.651 eV
2S+1 = 1
orbital gap (alpha / beta) = 6.9 / 4.4 eV
E_LUMO (alpha / beta) = -8.78 / -11.21 eV
F_max = 4.37 eV/Å
net charge = +2

=====

No. 3
Here is a structure of composition C9H21I2O3P2Sc in a non-equilibrium geometry from OMol25. Energies are from ωB97M-V/def2-TZVPD.

XYZ file:
```
38
Properties=species:S:1:pos:R:3:forces:R:3
I 0.3126 -0.8966 -3.6886 -0.771 1.189 0.183
I -0.4199 1.9003 -2.6144 0.536 -1.046 -2.898
Sc 0.0128 -0.5030 -0.7306 -0.092 0.399 3.253
P -2.5371 0.2884 -0.4325 -1.717 -1.296 0.084
C -3.4749 1.7865 -0.0214 0.579 0.336 0.051
C -3.2339 -0.2087 -2.0679 0.208 0.282 0.198
H -4.3234 -0.2574 -1.9892 0.125 -0.188 -0.016
H -4.4672 -0.9259 0.4321 0.654 -0.005 0.276
H -2.8167 -1.1889 -2.3532 -0.321 0.366 -0.119
H -2.9252 -1.9012 0.5238 -0.478 0.577 0.620
H -3.2608 2.5860 -0.7297 -0.012 0.194 0.162
H -2.9923 0.5699 -2.8048 -0.086 -0.474 0.027
C -3.3910 -0.9050 0.7039 0.616 0.187 -0.313
H -4.5420 1.5666 -0.0585 0.046 -0.176 -0.122
H -3.2400 -0.4926 1.7304 -0.139 -0.770 -0.641
H -3.2319 2.0796 1.0037 0.048 0.186 -0.181
P 2.5242 0.3885 -0.4334 1.985 -1.203 0.099
C 3.4170 1.9040 0.0042 -0.565 0.434 -0.032
C 3.4112 -0.7874 0.7132 -0.697 0.123 -0.268
H 2.8766 -1.0877 -2.3249 0.425 0.594 -0.094
H 4.3528 -0.1277 -1.9644 -0.081 -0.022 0.027
H 3.0022 0.6881 -2.7879 0.041 -0.485 -0.039
C 3.2648 -0.0885 -2.0540 -0.223 0.116 0.241
H 2.9828 -1.8002 0.5355 0.422 0.596 0.596
H 4.4913 -0.7816 0.4540 -0.685 0.042 0.195
H 4.4911 1.7216 -0.0294 -0.043 -0.218 -0.108
H 3.1612 2.1836 1.0295 -0.075 0.178 -0.169
H 3.2486 -0.3870 1.7427 0.127 -0.729 -0.667
H 3.1823 2.7006 -0.7017 -0.013 0.181 0.196
C -0.0199 1.8827 -0.1766 0.060 3.418 4.437
O -0.0504 2.9380 0.3289 0.119 -3.885 -2.232
C 0.0342 -2.2122 3.2388 -0.007 0.175 -0.146
C 0.0194 -1.3230 2.0059 -0.002 0.481 -0.806
O 0.0303 -1.9724 0.8302 -0.029 1.662 -0.726
O -0.0009 -0.0642 1.9999 0.057 -1.774 -0.563
H 0.0525 -3.2722 2.9479 -0.007 0.485 0.083
H -0.8450 -2.0158 3.8684 0.163 0.038 -0.290
H 0.9047 -1.9850 3.8702 -0.167 0.032 -0.295
```
Forces are in eV/Å.

HOMO (alpha / beta) = -16.310 / -16.354 eV
2S+1 = 1
orbital gap (alpha / beta) = 5.3 / 5.5 eV
E_LUMO (alpha / beta) = -11.03 / -10.88 eV
F_max = 5.60 eV/Å
net charge = +2
ΔE to the lowest compared entry with this formula, charge and spin = 38.74 kcal/mol